# 1
{"formula": "C34H49AuN2SbSi4", "method": "ωB97M-V/def2-TZVPD", "elements": ["Au", "C", "Sb", "C", "C", "C", "C", "C", "C", "N", "Si", "C", "C", "C", "C", "C", "C", "C", "C", "C", "N", "Si", "C", "C", "C", "Si", "C", "C", "C", "H", "H", "H", "H", "H", "H", "H", "H", "H", "H", "H", "H", "H", "H", "H", "H", "H", "H", "H", "H", "H", "H", "H", "H", "H", "H", "H", "H", "H", "H", "H", "H", "H", "H", "H", "H", "H", "H", "C", "C", "C", "C", "C", "C", "Si", "C", "C", "C", "C", "C", "C", "H", "H", "H", "H", "H", "H", "H", "H", "H", "H", "H"], "positions_angstrom": [[0.4451, -0.5055, 1.1126], [2.1040, -1.3618, -3.1754], [1.2323, -2.7244, -1.7533], [1.9561, -1.8142, 0.0215], [2.9856, -0.7821, -0.2150], [4.3438, -0.9760, 0.1061], [5.2590, 0.0411, -0.0814], [4.8433, 1.2504, -0.6209], [3.4991, 1.3632, -0.9451], [2.6094, 0.4028, -0.7452], [2.2274, -3.0939, 1.3317], [0.6119, -4.0072, 1.6480], [2.8510, -2.3623, 2.9486], [3.4787, -4.4402, 0.8465], [-0.9681, -2.3229, -2.2407], [-1.8224, -2.5136, -1.0179], [-2.6547, -3.6172, -0.7841], [-3.4748, -3.6468, 0.3292], [-3.4749, -2.5738, 1.2047], [-2.6278, -1.5185, 0.9160], [-1.8241, -1.4919, -0.1454], [-1.4265, -0.5653, -2.8418], [-3.2998, -0.3571, -2.7702], [-0.6809, 0.8657, -1.9005], [-0.9989, -0.2764, -4.6600], [-1.2165, -3.6521, -3.5782], [-0.8705, -5.4309, -3.0291], [-0.0202, -3.4930, -5.0257], [-2.9540, -3.6146, -4.3111], [3.1837, -1.3978, -3.0203], [1.7665, -0.3411, -3.0106], [1.8794, -1.6766, -4.1928], [4.6658, -1.9274, 0.5079], [6.2986, -0.1116, 0.1859], [5.5301, 2.0700, -0.7839], [3.1096, 2.2834, -1.3735], [-0.1792, -3.2987, 1.9064], [0.7333, -4.7088, 2.4787], [0.2857, -4.5797, 0.7743], [2.0360, -1.9023, 3.5096], [3.6090, -1.5934, 2.7823], [3.2953, -3.1484, 3.5674], [3.2514, -4.8420, -0.1446], [3.4642, -5.2723, 1.5566], [4.5002, -4.0506, 0.8213], [-2.6847, -4.4426, -1.4757], [-4.1177, -4.5020, 0.5014], [-4.1075, -2.5448, 2.0813], [-2.5828, -0.6486, 1.5622], [-3.6719, -0.3976, -1.7456], [-3.8364, -1.1025, -3.3587], [-3.5466, 0.6294, -3.1752], [-1.2706, 1.0705, -1.0056], [-0.6935, 1.7565, -2.5380], [0.3445, 0.6864, -1.5703], [-1.5106, -0.9570, -5.3423], [0.0720, -0.3205, -4.8622], [-1.3372, 0.7371, -4.8971], [0.2030, -5.5671, -2.8916], [-1.1873, -6.0867, -3.8471], [-1.3595, -5.7739, -2.1197], [0.9964, -3.7536, -4.7239], [0.0004, -2.5183, -5.5068], [-0.3328, -4.2298, -5.7730], [-3.7331, -3.6396, -3.5471], [-3.0873, -4.4846, -4.9606], [-3.1129, -2.7205, -4.9168], [-4.1968, 2.6157, 3.7070], [-3.9303, 1.3901, 4.2997], [-2.6750, 0.8079, 4.1610], [-1.6571, 1.4209, 3.4267], [-1.9522, 2.6556, 2.8389], [-3.1981, 3.2495, 2.9767], [0.0216, 0.5646, 3.1200], [1.3067, 1.9009, 3.5565], [1.2701, 2.5933, 4.7706], [2.2125, 3.5629, 5.0820], [3.2244, 3.8644, 4.1776], [3.2824, 3.1906, 2.9668], [2.3316, 2.2215, 2.6639], [-5.1727, 3.0745, 3.8119], [-4.6997, 0.8875, 4.8752], [-2.4795, -0.1480, 4.6377], [-1.1872, 3.1603, 2.2567], [-3.3951, 4.2077, 2.5097], [0.0629, -0.3718, 4.2984], [0.4838, 2.3709, 5.4853], [2.1610, 4.0850, 6.0308], [3.9623, 4.6208, 4.4186], [4.0676, 3.4139, 2.2535], [2.3848, 1.6957, 1.7155]], "atomic_forces_ev_per_a": [[0.40, -0.32, 0.30], [-0.02, 0.02, -0.03], [0.02, -0.01, -0.13], [-0.30, 0.49, -0.03], [0.03, -0.01, -0.11], [0.03, 0.00, 0.06], [0.02, -0.06, 0.03], [-0.05, 0.05, -0.02], [0.14, -0.08, 0.08], [-0.18, -0.02, -0.12], [0.02, -0.12, -0.01], [0.01, 0.02, 0.00], [0.00, -0.02, 0.03], [0.02, 0.02, -0.01], [-0.08, -0.05, -0.09], [0.03, 0.01, 0.06], [-0.01, -0.01, 0.02], [0.01, -0.02, -0.03], [0.01, 0.02, 0.03], [0.06, -0.01, -0.02], [-0.03, 0.00, -0.01], [0.07, -0.01, 0.04], [-0.01, 0.01, 0.01], [0.00, 0.00, 0.02], [0.00, 0.01, -0.01], [0.04, 0.03, 0.03], [-0.01, 0.00, -0.04], [-0.01, -0.03, -0.01], [-0.01, -0.01, 0.01], [-0.01, 0.02, 0.00], [0.01, -0.01, 0.01], [0.00, -0.03, 0.02], [0.01, 0.03, -0.02], [0.00, -0.01, 0.00], [-0.01, 0.01, 0.00], [0.01, 0.00, -0.01], [-0.02, -0.02, 0.01], [-0.01, -0.01, -0.01], [0.00, 0.01, -0.01], [-0.01, 0.01, -0.01], [-0.01, 0.00, 0.00], [0.00, 0.01, 0.01], [0.00, -0.01, 0.00], [-0.02, 0.02, 0.02], [0.00, -0.05, -0.01], [0.00, -0.01, -0.02], [0.00, 0.00, 0.00], [0.00, -0.01, 0.00], [0.01, 0.02, 0.01], [0.00, 0.00, 0.00], [0.00, -0.02, -0.02], [-0.02, 0.00, 0.00], [0.00, -0.01, 0.00], [0.03, 0.00, 0.02], [0.05, 0.02, -0.02], [-0.01, 0.00, 0.00], [-0.01, 0.00, 0.00], [0.01, 0.00, 0.00], [0.00, 0.00, 0.01], [0.00, -0.01, 0.01], [0.00, 0.00, 0.02], [-0.01, 0.00, 0.00], [0.00, -0.01, 0.01], [0.00, 0.00, 0.00], [0.00, 0.00, 0.00], [-0.01, 0.00, 0.00], [0.00, 0.01, 0.00], [0.02, 0.00, 0.00], [0.00, 0.01, 0.00], [0.01, -0.01, 0.01], [-0.01, -0.01, -0.03], [0.00, -0.01, 0.00], [-0.01, 0.00, 0.01], [-0.27, 0.15, -0.01], [0.04, -0.01, -0.04], [-0.01, 0.01, -0.01], [0.00, 0.00, 0.00], [-0.01, -0.01, -0.01], [-0.01, 0.00, 0.01], [0.01, -0.01, 0.02], [0.00, 0.00, 0.00], [0.00, 0.00, 0.00], [0.00, 0.00, 0.00], [0.00, 0.00, 0.00], [0.00, 0.00, 0.00], [0.01, 0.02, 0.00], [0.00, 0.00, 0.00], [0.00, 0.00, 0.00], [0.00, 0.00, 0.00], [0.00, 0.00, 0.00], [0.00, 0.00, 0.00]], "mulliken_charge": [1.839, -1.499, 0.549, 0.102, -0.847, -0.946, -0.590, -0.801, -0.713, 0.475, 0.560, -0.996, -0.906, -1.222, 2.303, -0.931, -0.780, -1.121, -0.572, -1.211, 0.423, 0.381, -1.249, -0.322, -1.287, 0.351, -1.209, -1.243, -1.113, 0.509, 0.199, 0.473, 0.148, 0.382, 0.421, 0.413, 0.073, 0.482, 0.205, 0.150, 0.349, 0.421, 0.250, 0.364, 0.382, 0.435, 0.395, 0.463, 0.556, 0.261, 0.287, 0.398, 0.124, 0.466, -0.306, 0.296, 0.361, 0.450, 0.279, 0.374, 0.382, 0.293, 0.372, 0.387, 0.346, 0.414, 0.298, -0.442, -0.477, -0.235, -0.037, -0.282, -0.587, -0.081, -0.102, -0.211, -0.648, -0.419, -0.443, 0.138, 0.360, 0.368, 0.322, 0.364, 0.369, -0.375, 0.327, 0.366, 0.353, 0.428, -0.036], "total_charge": -1, "e_above_lowest_ev": 0.000, "total_energy_ev": -80778.96299, "orbital_gap_ev": 6.560}



# 2
{"formula": "C34H49CrN4O2S2Se2Si3", "method": "ωB97M-V/def2-TZVPD", "elements": ["Cr", "C", "C", "N", "N", "C", "S", "S", "C", "C", "C", "C", "C", "C", "C", "C", "C", "C", "C", "C", "C", "O", "H", "H", "H", "H", "H", "H", "H", "H", "H", "H", "H", "H", "H", "H", "C", "O", "Si", "C", "C", "C", "Si", "C", "C", "C", "Si", "C", "C", "C", "H", "H", "H", "H", "H", "H", "H", "H", "H", "H", "H", "H", "H", "H", "H", "H", "H", "H", "H", "H", "H", "H", "H", "H", "H", "H", "H", "Se", "C", "N", "C", "Se", "N", "C", "C", "C", "C", "C", "C", "H", "H", "H", "H", "H", "H", "H", "H"], "positions_angstrom": [[-0.1496, 1.0596, -0.1773], [1.4067, 1.2042, 3.9630], [0.6743, 1.5537, 2.6914], [0.8304, 0.8328, 1.6229], [1.7701, -0.1959, 1.7500], [2.0432, -0.8363, 0.6704], [1.3978, -0.6670, -0.9034], [3.3342, -2.0714, 0.7793], [3.5748, -2.1943, 2.5712], [2.6549, -3.1640, 3.2645], [1.9071, -2.7426, 4.3587], [1.0543, -3.6175, 5.0179], [0.9437, -4.9316, 4.5912], [1.6854, -5.3613, 3.4983], [2.5293, -4.4834, 2.8396], [-0.1681, 2.7549, 2.7269], [-0.1330, 3.5647, 3.8811], [-0.8590, 4.7256, 4.0011], [-1.6610, 5.1310, 2.9262], [-1.7320, 4.3719, 1.7920], [-1.0123, 3.1554, 1.6560], [-1.2129, 2.4743, 0.5811], [1.9320, 0.2652, 3.8565], [0.6917, 1.1329, 4.7836], [2.1311, 1.9839, 4.2040], [3.4209, -1.1912, 2.9628], [4.6211, -2.4689, 2.7216], [1.9757, -1.7103, 4.6803], [0.4615, -3.2627, 5.8520], [0.2654, -5.6123, 5.0909], [1.5892, -6.3812, 3.1460], [3.0796, -4.8132, 1.9662], [0.5025, 3.2828, 4.7078], [-0.7966, 5.3184, 4.9050], [-2.2180, 6.0601, 2.9855], [-2.3247, 4.6712, 0.9382], [-1.6669, 2.4160, -2.5894], [-1.5023, 1.2517, -1.7839], [-2.6340, -0.0041, -1.5845], [-2.5557, -0.9097, -3.2353], [-4.3739, 0.7321, -1.5683], [-2.0349, -0.8174, -0.0936], [-2.8894, -0.4983, 1.5107], [-3.6028, 1.2411, 1.7900], [-4.4116, -1.6044, 1.8584], [-1.7950, -0.8634, 3.0326], [-1.7069, -2.6211, -0.3283], [-0.8271, -3.3895, 1.1558], [-0.7629, -3.2328, -1.8597], [-3.2874, -3.6753, -0.5546], [-2.6684, 2.8302, -2.4405], [-1.5217, 2.1555, -3.6417], [-0.9265, 3.1586, -2.2955], [-3.0039, -0.2721, -4.0033], [-3.0996, -1.8569, -3.2271], [-1.5229, -1.1162, -3.5175], [-4.6430, 1.1340, -2.5495], [-4.5090, 1.5191, -0.8285], [-5.0803, -0.0687, -1.3277], [-3.5212, 1.8963, 0.9272], [-3.0695, 1.7444, 2.5991], [-4.6568, 1.1626, 2.0730], [-5.0911, -1.6486, 1.0029], [-4.9614, -1.1961, 2.7128], [-4.1241, -2.6284, 2.1078], [-0.7342, -0.8955, 2.7821], [-2.0495, -1.8301, 3.4758], [-1.9390, -0.0925, 3.7963], [-0.0168, -2.7483, 1.5094], [-0.3940, -4.3556, 0.8846], [-1.5070, -3.5496, 1.9964], [0.1078, -2.6417, -2.1304], [-1.4215, -3.2925, -2.7272], [-0.4214, -4.2481, -1.6311], [-3.9753, -3.6313, 0.2881], [-3.0058, -4.7231, -0.7088], [-3.8363, -3.3463, -1.4427], [0.9105, 4.8272, -1.2043], [1.7169, 3.6892, -5.2143], [2.3862, 2.4442, -4.9099], [1.8135, 1.4759, -4.1413], [1.5437, 2.5479, -1.1226], [2.8078, 0.5469, -4.0230], [3.9636, 0.8971, -4.6916], [5.1881, 0.2777, -4.8766], [6.1228, 0.9245, -5.6776], [5.8422, 2.1571, -6.2665], [4.6162, 2.7844, -6.0728], [3.6822, 2.1356, -5.2818], [0.8474, 3.7602, -4.5658], [1.4221, 3.7320, -6.2669], [2.3708, 4.5305, -4.9819], [2.7100, -0.2202, -3.3762], [5.4092, -0.6751, -4.4129], [7.0876, 0.4620, -5.8460], [6.5934, 2.6358, -6.8828], [4.3994, 3.7455, -6.5211]], "atomic_forces_ev_per_a": [[-0.46, 0.09, -0.19], [0.01, -0.04, -0.01], [0.02, 0.14, -0.05], [0.00, -0.06, 0.01], [-0.15, -0.07, 0.02], [0.19, -0.06, 0.01], [0.07, 0.04, -0.04], [-0.14, 0.02, 0.01], [0.01, 0.06, -0.05], [-0.04, 0.08, 0.04], [-0.03, -0.01, -0.03], [0.00, -0.01, -0.01], [-0.03, 0.00, 0.00], [-0.01, -0.02, 0.01], [0.04, 0.00, -0.01], [0.02, -0.15, 0.02], [-0.01, 0.04, -0.02], [0.02, -0.03, 0.00], [-0.04, 0.05, -0.01], [0.01, -0.03, 0.02], [0.00, 0.11, -0.05], [0.14, -0.24, 0.06], [-0.04, 0.03, -0.02], [0.01, 0.02, 0.01], [0.00, 0.01, 0.01], [0.10, 0.01, 0.04], [-0.01, -0.06, -0.04], [-0.01, -0.03, 0.00], [-0.01, 0.00, 0.00], [0.00, 0.00, 0.00], [0.00, 0.00, 0.00], [-0.01, 0.01, -0.01], [-0.01, -0.01, 0.01], [0.02, 0.01, -0.01], [-0.01, -0.01, 0.00], [0.01, 0.01, -0.01], [0.00, -0.03, -0.10], [0.06, -0.07, 0.10], [0.14, 0.11, 0.13], [-0.03, -0.08, 0.03], [0.02, 0.07, -0.05], [-0.20, -0.18, 0.10], [0.05, -0.03, 0.05], [-0.01, 0.00, -0.09], [0.02, -0.03, -0.02], [0.03, 0.01, -0.05], [-0.02, 0.04, 0.00], [0.06, 0.04, 0.05], [0.03, 0.08, -0.02], [-0.01, 0.01, 0.04], [0.00, 0.00, 0.00], [0.01, -0.01, 0.01], [-0.02, 0.01, 0.01], [0.04, 0.02, -0.01], [-0.05, 0.02, -0.01], [0.01, 0.03, -0.01], [-0.01, 0.00, 0.00], [0.01, 0.02, 0.01], [0.00, -0.02, -0.02], [0.03, 0.01, 0.00], [-0.03, -0.02, 0.04], [-0.01, 0.00, 0.01], [-0.03, 0.04, 0.01], [0.01, 0.00, 0.02], [0.00, 0.00, 0.01], [0.01, 0.01, 0.00], [-0.02, 0.01, 0.02], [-0.01, 0.00, 0.01], [0.05, -0.01, 0.00], [-0.01, -0.05, -0.01], [-0.01, 0.01, 0.01], [0.03, 0.01, 0.03], [-0.01, -0.05, 0.01], [0.00, -0.01, 0.00], [0.01, -0.02, 0.00], [0.01, -0.01, -0.03], [0.01, 0.00, -0.02], [0.02, -0.23, 0.01], [0.03, 0.02, 0.03], [-0.02, 0.01, -0.02], [-0.21, -0.21, -0.21], [0.32, 0.56, 0.13], [-0.07, -0.03, 0.02], [0.05, 0.05, 0.02], [-0.01, 0.00, 0.03], [0.02, 0.00, 0.00], [0.02, 0.00, -0.01], [-0.02, 0.02, 0.02], [0.05, 0.01, 0.05], [0.00, 0.00, -0.01], [-0.01, 0.00, 0.00], [0.00, 0.00, 0.01], [0.00, -0.02, -0.01], [0.00, 0.00, 0.00], [0.01, 0.01, 0.01], [0.00, 0.00, 0.00], [0.00, 0.00, 0.00]], "lowdin_spin": [3.158, 0.002, 0.020, -0.017, 0.002, 0.004, -0.012, 0.000, -0.001, 0.000, 0.000, 0.000, 0.000, 0.000, 0.000, 0.004, 0.003, 0.004, 0.004, -0.001, 0.008, 0.020, 0.000, 0.001, 0.001, 0.000, 0.000, 0.000, 0.000, 0.000, 0.000, 0.000, 0.000, 0.000, 0.000, 0.000, 0.003, 0.012, 0.002, 0.000, 0.000, 0.004, 0.003, 0.000, 0.001, 0.001, 0.001, 0.000, 0.000, 0.000, 0.000, 0.001, 0.000, 0.000, 0.000, 0.000, 0.000, 0.000, 0.000, 0.000, 0.000, 0.000, 0.000, 0.000, 0.000, 0.000, 0.000, 0.000, 0.000, 0.000, 0.000, 0.000, 0.000, 0.000, 0.000, 0.000, 0.000, -0.064, 0.000, -0.001, -0.002, -0.163, -0.001, 0.000, 0.000, 0.000, 0.000, 0.000, 0.000, 0.000, 0.000, 0.000, 0.000, 0.000, 0.000, 0.000, 0.000], "total_charge": -2, "e_above_lowest_ev": 0.000, "s2": 3.98, "spin_multiplicity": 4, "total_energy_ev": -250532.97684, "orbital_gap_ev": [4.220, 4.376]}